No. 1
A structure of composition C52H63As3N6O5S2V at a distorted geometry. Source: the OMol25 dataset; level of theory: the ωB97M-V functional and the def2-TZVPD basis.

Positions of all 132 atoms, in Å:
V -0.44437 -0.15784 -0.98358
O -1.60362 -5.43679 3.83864
C -2.09374 -4.56130 2.92374
O -2.81611 -4.93385 2.05083
C -1.70141 -3.13349 3.13409
C -1.97355 -2.35505 4.22705
N -1.52353 -1.11473 3.92809
N -0.95766 -1.04062 2.71727
C -1.05972 -2.26036 2.22358
C -0.43303 -2.66835 0.91931
O -0.14366 -3.84228 0.76657
O -0.27591 -1.72486 0.06253
H -1.00840 -4.95783 4.43143
H -2.48344 -2.56987 5.15433
H -1.54661 -0.29306 4.50799
C 0.71851 2.60493 2.75377
C 1.54821 1.38840 3.16618
As 2.03007 0.22884 1.64110
C 3.12872 1.55722 0.68292
C 3.04380 1.55424 -0.71194
C 3.69059 2.52676 -1.47294
C 4.42791 3.52268 -0.84440
C 4.51826 3.54080 0.54539
C 3.86975 2.56964 1.29948
C 3.35629 -0.78927 2.65229
C 2.94372 -2.04372 3.10237
C 3.78242 -2.82927 3.88640
C 5.04868 -2.36592 4.22856
C 5.47070 -1.12447 3.76810
C 4.62892 -0.34060 2.98340
As -0.95147 2.12460 1.79861
C -2.19089 2.65506 3.19399
C -2.23193 3.92795 3.76580
C -3.08194 4.19303 4.83214
C -3.89000 3.18483 5.35373
C -3.84786 1.91286 4.80127
C -3.00197 1.65590 3.72311
C -0.94948 3.77576 0.71764
C 0.15798 3.99509 -0.10729
C 0.24277 5.13235 -0.90007
C -0.78376 6.07124 -0.88856
C -1.89581 5.85516 -0.08800
C -1.98372 4.70948 0.70358
H 1.29432 3.23544 2.07949
H 0.43805 3.20517 3.61599
H 0.98998 0.75708 3.86233
H 2.46071 1.70217 3.67204
H 2.46429 0.78631 -1.21245
H 3.60865 2.50330 -2.55584
H 4.92308 4.28819 -1.42977
H 5.08527 4.31957 1.04291
H 3.93061 2.62377 2.37934
H 1.96819 -2.42516 2.81777
H 3.45020 -3.80455 4.22565
H 5.70580 -2.97267 4.84044
H 6.46090 -0.76202 4.01799
H 4.98845 0.60983 2.61317
H -1.59901 4.71639 3.38013
H -3.11314 5.18822 5.25992
H -4.54973 3.39456 6.18646
H -4.46747 1.12058 5.20594
H -2.98238 0.66373 3.28259
H 0.96978 3.27492 -0.14013
H 1.11480 5.28051 -1.52776
H -0.72522 6.95365 -1.51588
H -2.70390 6.57901 -0.07466
H -2.86298 4.56084 1.31714
C 1.79894 1.76080 -6.77553
C 2.53132 1.78304 -5.44282
N 2.22996 0.59080 -4.63303
C 3.16453 -0.53335 -4.80864
C 4.37828 -0.41215 -3.90710
C 1.18428 0.55720 -3.80483
S 0.90057 -0.88356 -2.89160
N 0.40749 1.69183 -3.88282
C -0.55084 1.98673 -3.05580
O -0.79174 1.41391 -1.95704
C -1.48682 3.10893 -3.42936
C -1.20735 3.94347 -4.50238
C -2.10739 4.93844 -4.86247
C -3.29491 5.09476 -4.15285
C -3.57370 4.25867 -3.08207
C -2.66394 3.26859 -2.72216
H 2.04078 2.65182 -7.36004
H 0.72153 1.73740 -6.60383
H 2.07473 0.88277 -7.36610
H 2.25016 2.66788 -4.88124
H 3.61122 1.80168 -5.59169
H 3.45454 -0.53641 -5.86038
H 2.63411 -1.45807 -4.60445
H 4.83551 0.57945 -3.99133
H 5.12951 -1.15866 -4.17744
H 4.09828 -0.57891 -2.86441
H -0.28018 3.80444 -5.04613
H -1.88423 5.58905 -5.69945
H -3.99855 5.86774 -4.43714
H -4.49464 4.37295 -2.52304
H -2.86634 2.61577 -1.88646
S 3.95100 -1.78529 -0.43262
C 3.89896 -3.46764 -0.40756
N 4.94958 -4.28808 -0.14362
C 4.53330 -5.67425 0.07755
C 3.07689 -5.65873 -0.43712
N 2.83328 -4.23718 -0.69089
H 5.76292 -3.88418 0.28777
H 4.58887 -5.93934 1.13373
H 5.15682 -6.36527 -0.48435
H 2.37041 -6.04340 0.29616
H 2.96620 -6.23470 -1.35380
H 1.89738 -3.85420 -0.60306
C -4.29053 -1.80342 1.71345
C -3.89428 -1.89967 0.23900
As -3.09267 -0.27312 -0.46256
C -4.21844 1.10981 0.28225
C -5.63587 1.18516 -0.27200
C -3.82360 -0.40166 -2.27511
C -3.16467 -1.54131 -3.05886
H -4.54130 -2.79018 2.10714
H -5.15446 -1.15208 1.86023
H -3.47048 -1.40692 2.32138
H -4.74631 -2.16595 -0.38488
H -3.14887 -2.68652 0.12114
H -3.69356 2.05567 0.13775
H -4.23355 0.94260 1.35742
H -5.64075 1.41471 -1.33756
H -6.20436 1.96882 0.23576
H -6.17520 0.24431 -0.13464
H -3.65280 0.55017 -2.78032
H -4.89790 -0.56108 -2.20755
H -2.09724 -1.37306 -3.19689
H -3.61536 -1.63652 -4.04801
H -3.27624 -2.50016 -2.54933

Atoms 1-6, force components in eV/Å:
V 0.0 -0.9 0.5
O 0.0 0.3 0.1
C 0.1 0.1 0.0
O -0.1 0.0 0.0
C 0.2 -0.4 0.0
C 0.0 0.2 0.2

Properties
spin multiplicity	4
total charge	0
E_HOMO (spin up / spin down)	-6.76 / -7.51	eV

These are the Löwdin partial charges, in e, on atoms 1 to 99: 0.417 0.119 -0.472 0.140 -0.102 -0.026 -0.006 0.109 -0.182 -0.588 0.070 -0.265 0.111 0.138 0.136 -0.414 -0.449 1.278 -0.391 -0.158 -0.076 -0.085 -0.080 -0.126 -0.435 -0.132 -0.094 -0.101 -0.086 -0.107 1.298 -0.399 -0.117 -0.075 -0.088 -0.083 -0.160 -0.379 -0.122 -0.075 -0.091 -0.090 -0.125 0.042 0.063 0.048 0.056 0.034 0.092 0.100 0.102 0.092 0.087 0.098 0.097 0.100 0.086 0.104 0.104 0.102 0.103 0.054 0.083 0.105 0.102 0.102 0.091 -0.074 -0.218 -0.123 -0.238 -0.080 -0.652 0.738 0.126 -0.428 -0.231 -0.131 -0.024 -0.075 -0.086 -0.071 -0.032 0.075 0.068 0.072 0.100 0.114 0.116 0.070 0.070 0.081 -0.002 0.103 0.101 0.101 0.104 0.084 0.653


No. 2
A structure of composition C52H64N5O3P2STeTi. Source: the OMol25 dataset; level of theory: the ωB97M-V functional and the def2-TZVPD basis.

Positions of all 129 atoms, in Å:
Ti 0.36507 -0.27755 0.30445
C -4.11617 -4.58206 -0.68246
C -4.28292 -3.70324 0.55397
N -3.08759 -3.57072 1.35063
C -2.18086 -2.52449 1.20268
S -0.74890 -2.61344 2.15802
N -2.48808 -1.60608 0.34852
N -1.64100 -0.48756 0.31408
C -2.34407 0.69229 0.18894
C -3.84379 0.74514 0.31550
C -1.57374 1.81784 0.13178
C -2.20425 3.12885 0.28829
C -1.72234 4.14903 0.99655
C 0.69389 3.99216 0.53999
C 0.74824 2.63963 -0.23601
N -0.20867 1.58487 0.15314
H -5.05694 -4.66421 -1.23366
H -3.36530 -4.15981 -1.34950
H -3.79651 -5.59032 -0.40568
H -4.57228 -2.69843 0.24983
H -5.08747 -4.10044 1.18346
H -2.68590 -4.39370 1.76712
H -4.24198 -0.24548 0.51675
H -4.14212 1.41525 1.12509
H -4.30863 1.11624 -0.60330
H -3.17965 3.24618 -0.17191
H -2.28053 5.07693 1.05442
H 1.68474 4.16986 0.97608
H 1.71644 2.20141 0.00872
C 0.57760 -2.77994 -3.74364
P -0.26532 -2.23051 -2.20152
C -1.96908 -2.07030 -2.85194
C -0.37042 -3.83886 -1.30866
C 0.91378 -4.18745 -0.54788
P 1.73863 -2.71938 0.23959
C 3.22445 -2.60447 -0.83964
C 2.51436 -3.48817 1.71028
H 0.10392 -3.68470 -4.13603
H 1.63592 -2.97752 -3.56764
H 0.50003 -1.98509 -4.48570
H -2.63345 -1.83090 -2.02112
H -2.30179 -2.99131 -3.34213
H -1.98919 -1.25755 -3.58107
H -0.65210 -4.64904 -1.99263
H -1.17899 -3.71639 -0.59188
H 1.64936 -4.64878 -1.21493
H 0.68690 -4.90328 0.24479
H 3.76502 -3.55572 -0.87902
H 3.87797 -1.80800 -0.48468
H 2.90836 -2.32532 -1.84670
H 3.10874 -4.35708 1.41397
H 1.74438 -3.79191 2.41617
H 3.16220 -2.75539 2.19231
O 3.98998 0.49233 -0.69296
C 2.91261 0.74090 -1.20785
O 1.80367 0.10305 -1.00543
H 2.80784 1.56781 -1.93205
C -4.26627 0.06614 -8.97653
C -3.33258 0.37030 -7.83446
C -3.78093 1.00992 -6.68930
C -2.93303 1.28829 -5.61942
C -3.50824 1.99713 -4.41958
C -1.58138 0.90375 -5.68144
Te -0.38370 1.38078 -3.95608
N 0.64757 2.93141 -1.64434
C 0.45583 4.22695 -1.85493
O 0.28014 4.81251 -2.94544
C 0.46582 4.97160 -0.55472
C 0.29041 6.31944 -0.44330
C 0.21142 7.05323 0.74936
C 0.12794 6.56195 2.08788
C -0.10478 5.29735 2.52260
C -0.35913 4.10130 1.65202
C 1.33275 1.93137 -5.08300
C 2.51326 1.18531 -5.04820
C 2.69637 -0.08548 -4.25579
C 3.59575 1.59035 -5.83358
C 3.52890 2.69834 -6.65680
C 4.71602 3.14079 -7.47038
C 2.33822 3.41496 -6.69394
C 1.23935 3.05877 -5.92200
C -0.00600 3.89430 -6.00547
C -1.12086 0.24585 -6.83268
C 0.30654 -0.20268 -6.98487
C -1.99783 -0.00131 -7.88654
H -5.20066 0.61973 -8.87697
H -4.51422 -0.99780 -9.01354
H -3.81795 0.32946 -9.93658
H -4.82184 1.31310 -6.62305
H -4.53844 2.29927 -4.61468
H -2.91944 2.87840 -4.15710
H -3.50827 1.35532 -3.53468
H 0.21511 6.85360 -1.38648
H 0.19810 8.13500 0.65226
H 0.23204 7.32160 2.85962
H -0.12468 5.13567 3.59576
H -0.30682 3.19801 2.26834
H 1.89785 -0.24713 -3.53367
H 3.64412 -0.06281 -3.71555
H 2.72810 -0.94366 -4.93495
H 4.51338 1.01069 -5.78908
H 5.47554 2.35939 -7.51752
H 5.17908 4.02818 -7.03195
H 4.42427 3.39585 -8.49127
H 2.26285 4.28907 -7.33386
H 0.15343 4.73716 -6.68084
H -0.25760 4.27334 -5.00948
H -0.84805 3.30777 -6.38287
H 0.72156 -0.50264 -6.02409
H 0.94112 0.60373 -7.36040
H 0.37197 -1.04397 -7.67746
H -1.61988 -0.50759 -8.77098
C -0.83847 1.30029 5.79003
C -1.56287 1.09187 4.59664
C -0.91984 0.67892 3.46288
C 0.48242 0.47081 3.44324
C 1.15461 0.07689 2.23945
C 2.52809 -0.01864 2.29508
C 3.26112 0.19519 3.48963
C 2.61707 0.53051 4.64259
C 1.20621 0.69293 4.64211
C 0.51305 1.09986 5.81035
H -1.35614 1.62018 6.68764
H -2.63369 1.25714 4.57942
H -1.46745 0.50286 2.54694
H 3.09929 -0.23825 1.39611
H 4.34222 0.10142 3.47268
H 3.16446 0.70090 5.56446
H 1.08133 1.25970 6.72161

Atoms 1-6, force components in eV/Å:
Ti -0.5 -0.5 -0.2
C 0.0 0.0 0.0
C 0.0 0.0 0.0
N 0.1 0.0 0.0
C 0.0 -0.1 -0.1
S 0.1 0.1 -0.1

Properties
spin multiplicity	2
total charge	-2
E_HOMO (spin up / spin down)	-1.19 / -1.19	eV

These are the Löwdin partial charges, in e, on atoms 1 to 99: 0.852 -0.095 -0.276 -0.057 -0.872 0.613 -0.051 -0.163 -0.316 -0.040 -0.279 -0.036 -0.042 -0.143 -0.323 -0.035 0.063 0.040 0.065 0.094 0.099 0.085 0.047 0.073 0.070 0.102 0.105 0.159 0.103 -0.274 0.867 -0.281 -0.433 -0.408 0.778 -0.269 -0.287 0.040 0.024 0.002 0.016 0.039 -0.004 0.077 0.026 0.068 0.067 0.037 0.024 0.018 0.036 -0.002 0.030 -0.012 -0.525 -0.288 0.126 -0.070 -0.289 -0.033 -0.321 -0.102 -0.409 1.543 0.055 -0.530 -0.071 -0.093 -0.058 -0.093 -0.137 -0.060 -0.250 -0.389 -0.307 -0.096 -0.027 -0.281 -0.066 -0.025 -0.288 -0.077 -0.282 -0.056 -0.034 0.065 0.073 0.070 0.105 0.068 0.059 0.067 0.103 0.076 0.081 0.094 0.132 0.003 0.084


No. 3
A structure of composition C52H65BN2O2P3Ti. Source: the OMol25 dataset; level of theory: the ωB97M-V functional and the def2-TZVPD basis.

Positions of all 126 atoms, in Å:
Ti -0.31162 0.47901 -0.00553
C 2.72517 -0.18334 1.42030
P 3.86284 0.64006 0.19585
C 5.31457 -0.48964 0.28950
C 6.42816 -0.05656 1.00592
C 7.53557 -0.88108 1.16729
C 7.54325 -2.14860 0.60663
C 6.44190 -2.59024 -0.11743
C 5.33704 -1.76682 -0.27384
C 3.20518 0.15872 -1.44868
C 3.80148 0.77954 -2.54891
C 3.36633 0.52219 -3.83788
C 2.30322 -0.34764 -4.05658
C 1.68768 -0.95571 -2.97582
C 2.13807 -0.70386 -1.68340
C 1.87347 0.78563 2.18353
C 2.25530 1.61203 3.21786
C 1.10808 2.36491 3.57624
C 0.09530 1.95245 2.74026
C -1.34024 2.38438 2.71007
P -1.85448 2.42013 0.95661
C -1.21133 3.99517 0.31324
C -1.49990 4.32051 -1.01200
C -0.96628 5.46385 -1.58621
C -0.13889 6.29430 -0.84078
C 0.14881 5.97597 0.47742
C -0.37945 4.82761 1.05479
C -3.65764 2.63069 0.96388
C -4.42035 1.96146 0.01307
C -5.80287 2.09808 -0.00410
C -6.42801 2.90380 0.93468
C -5.67201 3.58218 1.88429
C -4.29280 3.44929 1.89712
N 0.55249 0.98721 1.86644
H 3.38734 -0.72042 2.10089
H 2.10130 -0.95365 0.96208
H 6.42985 0.93979 1.43569
H 8.39398 -0.52900 1.72627
H 8.40663 -2.79175 0.72772
H 6.44715 -3.57752 -0.56382
H 4.48643 -2.11224 -0.84979
H 4.61105 1.48472 -2.38787
H 3.84505 1.01767 -4.67382
H 1.94759 -0.53081 -5.06271
H 0.83744 -1.61168 -3.12340
H 1.62900 -1.20436 -0.86687
H 3.23807 1.65655 3.66594
H 1.02125 3.09569 4.36848
H -1.47765 3.34645 3.20658
H -2.00000 1.67013 3.21071
H -2.12579 3.66583 -1.60788
H -1.18508 5.69865 -2.62081
H 0.29020 7.18008 -1.29415
H 0.80381 6.61242 1.06047
H -0.10744 4.57024 2.07094
H -3.92572 1.33639 -0.72267
H -6.38720 1.57399 -0.75043
H -7.50581 3.00798 0.92729
H -6.15989 4.21726 2.61310
H -3.70775 3.99067 2.63152
C -3.48321 -3.45299 2.55131
C -2.42302 -2.40612 2.18742
C -3.03045 -1.00527 2.36206
C -1.27763 -2.48587 3.20929
P -1.70396 -2.56957 0.45452
N -0.92449 -1.26047 0.07341
C -0.51040 -4.02063 0.40667
C -0.19069 -4.36818 -1.05686
C -0.98559 -5.28764 1.12915
C 0.83481 -3.58046 1.00830
C -3.09735 -2.84483 -0.78634
C -3.69576 -4.25647 -0.81124
C -4.22986 -1.85233 -0.48606
C -2.58645 -2.48230 -2.19369
H -3.77498 -3.29596 3.59372
H -3.11966 -4.47545 2.46600
H -4.38653 -3.35699 1.94862
H -3.21859 -0.84988 3.42861
H -3.97071 -0.86324 1.83926
H -2.32850 -0.24335 2.03166
H -1.68569 -2.22331 4.18930
H -0.48368 -1.77258 2.97674
H -0.85825 -3.48666 3.29468
H -1.00280 -4.88972 -1.55858
H 0.67568 -5.03564 -1.06050
H 0.07061 -3.47613 -1.63100
H -1.97188 -5.62196 0.81175
H -0.99846 -5.16280 2.21235
H -0.27959 -6.09357 0.90692
H 1.24975 -2.75339 0.43531
H 1.52588 -4.42527 0.93540
H 0.78557 -3.27942 2.04824
H -4.07107 -4.57917 0.15993
H -2.98912 -5.00283 -1.17108
H -4.54226 -4.25633 -1.50461
H -4.80584 -2.12548 0.39684
H -4.91705 -1.85178 -1.33614
H -3.84907 -0.83902 -0.36087
H -1.94836 -3.24805 -2.62243
H -2.04339 -1.53781 -2.18501
H -3.45485 -2.37805 -2.85058
C 3.95813 7.16026 -1.30514
C 4.36341 5.69480 -1.09837
C 5.68547 5.42037 -1.82900
C 4.58598 5.46201 0.39672
C 3.27661 4.77500 -1.65772
C 2.93882 4.84572 -3.01425
C 1.97453 4.03026 -3.60088
C 1.34752 3.12223 -2.77708
O 0.36984 2.20226 -3.08152
B 0.06004 1.51322 -1.91281
O 0.91011 2.06300 -0.86377
C 1.67368 3.05132 -1.43931
C 2.62128 3.84990 -0.84551
H 4.72633 7.82724 -0.90424
H 3.01659 7.37468 -0.79249
H 3.82682 7.39689 -2.36297
H 6.48356 6.04524 -1.41825
H 5.60657 5.63534 -2.89647
H 5.97663 4.37332 -1.71554
H 5.36984 6.13131 0.75818
H 4.89754 4.43415 0.60144
H 3.68042 5.66338 0.97557
H 3.44821 5.56538 -3.64472
H 1.73124 4.10096 -4.65235
H 2.83208 3.73338 0.20790

Atoms 1-6, force components in eV/Å:
Ti -0.4 -0.5 0.4
C 0.0 0.0 0.1
P 0.1 0.0 0.0
C 0.0 -0.1 0.0
C 0.0 0.0 0.0
C 0.0 0.0 0.0

Properties
spin multiplicity	2
total charge	0
E_HOMO (spin up / spin down)	-6.87 / -6.87	eV

These are the Löwdin partial charges, in e, on atoms 1 to 99: 0.744 -0.271 1.108 -0.379 -0.112 -0.093 -0.096 -0.086 -0.084 -0.382 -0.096 -0.069 -0.071 -0.082 -0.135 -0.402 -0.074 -0.074 -0.410 -0.280 1.052 -0.335 -0.093 -0.068 -0.081 -0.078 -0.066 -0.351 -0.104 -0.078 -0.084 -0.078 -0.077 -0.048 0.091 0.039 0.093 0.100 0.100 0.101 0.100 0.107 0.108 0.107 0.105 0.050 0.094 0.094 0.085 0.080 0.112 0.111 0.103 0.104 0.094 0.092 0.105 0.103 0.104 0.106 -0.075 -0.586 -0.090 -0.084 0.912 -0.318 -0.592 -0.086 -0.077 -0.084 -0.591 -0.077 -0.093 -0.088 0.092 0.064 0.062 0.094 0.063 0.031 0.090 0.080 0.061 0.063 0.090 0.067 0.065 0.066 0.091 0.040 0.094 0.062 0.065 0.063 0.091 0.065 0.090 0.054 0.061


The calculation returns the following DFT total energy values, one per record and in order: -11171.8476 -4717.8721 -4178.9982 Ha.
The calculation returns the following ΔE to the lowest compared entry with this formula, charge and spin values, one per record and in order: 82.50 212.67 36.42 kJ/mol.